Molecular formula: C25H27Cl2F5N6O3S4Sn
Method: DFT, wB97M-V/def2-TZVPD

Summary:
maximum force: 0.0669 hartree/bohr
DFT total energy: -4749.789808 Eh
gap between HOMO and LUMO: 0.26778 Eh
energy relative to the best compared isomer or geometry (same formula, charge and spin): 1.313 eV

```
! RIJCOSX wB97M-V def2-TZVPD def2/J DEFGRID3
* xyz 0 1
Sn -0.404 -0.017 0.388
N 4.888 6.151 1.460
C 4.089 5.206 1.982
C 2.949 4.782 1.248
C 2.196 3.733 1.714
C 2.797 2.776 2.569
C 3.829 3.182 3.352
C 4.407 4.405 3.111
S 2.484 1.045 2.301
O 2.936 0.411 3.558
O 2.971 0.677 0.960
N 0.835 0.879 2.086
C -0.069 1.221 3.025
N -1.385 1.038 2.615
C -2.317 1.564 3.395
C -2.073 2.370 4.542
C -0.726 2.375 4.913
N 0.199 1.854 4.130
H 4.810 6.329 0.473
H 5.609 6.468 2.044
H 2.659 5.270 0.323
H 1.185 3.734 1.378
H 4.168 2.494 4.175
H 5.132 4.809 3.826
H -3.336 1.238 3.265
H -2.895 2.858 5.056
H -0.436 2.884 5.806
F -4.461 5.317 -2.886
C -4.110 4.148 -2.351
C -3.164 4.111 -1.313
F -2.674 5.242 -0.769
C -2.841 2.890 -0.728
F -1.982 2.954 0.334
C -3.404 1.664 -1.119
S -2.983 0.123 -0.463
C -4.419 1.738 -2.114
F -5.107 0.657 -2.348
C -4.731 2.976 -2.732
F -5.639 2.920 -3.712
S 0.425 1.869 -1.180
C 1.182 0.759 -2.281
N 2.401 0.202 -1.937
C 3.114 -0.774 -2.721
C 2.076 -1.637 -3.423
C 1.166 -0.715 -4.244
N 0.638 0.384 -3.422
H 2.709 0.650 -1.063
H 3.737 -1.376 -2.033
H 3.785 -0.269 -3.461
H 1.432 -2.228 -2.647
H 2.468 -2.400 -4.146
H 0.336 -1.217 -4.732
H 1.702 -0.303 -5.110
H -0.318 0.745 -3.559
O -1.213 -3.991 -0.047
S -2.041 -4.647 -1.055
C -2.186 -6.425 -0.631
C -1.485 -7.297 -1.751
C -0.603 -6.450 -2.632
C -0.934 -4.955 -2.486
H -3.298 -6.645 -0.536
H -1.693 -6.491 0.337
H -2.222 -7.806 -2.333
H -0.857 -8.082 -1.156
H -0.695 -6.673 -3.711
H 0.477 -6.538 -2.348
H -1.463 -4.683 -3.373
H -0.056 -4.294 -2.392
Cl -1.200 -3.251 4.234
C -1.411 -4.725 3.213
Cl -2.958 -5.471 3.617
H -0.516 -5.376 3.335
H -1.484 -4.367 2.189
*
```

These are the Löwdin partial charges, in e, on atoms 1 to 5: atom 1 (Sn): 0.91, atom 2 (N): 0.12, atom 3 (C): -0.32, atom 4 (C): -0.02, atom 5 (C): -0.06